Entry 1:
{
  "formula": "C4H8NO3",
  "method": "wB97M-V/def2-TZVPD",
  "gap_ev": 8.32,
  "energy_ev": -11912.662,
  "charge": -1,
  "lumo_ha": 0.146,
  "e_above_lowest_ev": 0.632,
  "homo_ev": -4.338,
  "symbols": ["C", "C", "O", "O", "H", "H", "H", "C", "C", "O", "N", "H", "H", "H", "H", "H"],
  "coordinates": [[-0.26237, -2.14143, -2.26817], [0.44065, -1.40471, -1.07094], [1.03315, -0.33260, -1.37599], [0.36785, -1.90843, 0.06159], [-0.28399, -3.15513, -1.85074], [0.28960, -2.12750, -3.20908], [-1.17879, -1.61786, -2.55705], [-0.19895, 0.59140, 2.09924], [0.26310, 1.93350, 1.56531], [0.75565, 2.81888, 2.23321], [-0.04948, 2.14394, 0.23509], [0.06326, 3.04773, -0.15840], [-0.09801, 1.35663, -0.40851], [-0.52600, -0.04262, 1.27466], [-1.10021, 0.77817, 2.69416], [0.48454, 0.06003, 2.73561]]
}

***

Entry 2:
{
  "formula": "C6H10OS",
  "method": "wB97M-V/def2-TZVPD",
  "gap_ev": 9.45,
  "energy_ev": -19262.202,
  "lumo_ha": 0.033,
  "e_above_lowest_ev": 4.828,
  "smiles": "OC[C@@H]1SC[C@H]2C[C@@H]21",
  "homo_ev": -8.566,
  "symbols": ["O", "C", "C", "S", "C", "C", "C", "C", "H", "H", "H", "H", "H", "H", "H", "H", "H", "H"],
  "coordinates": [[2.51863, -0.21661, -0.19634], [1.37496, -1.20547, -0.23618], [0.30515, -0.90636, 0.81697], [-1.02938, -1.77054, 0.12498], [-2.03830, -0.22625, -0.43527], [-0.96942, 0.80601, -0.56049], [-0.11737, 1.95670, 0.20076], [-0.17879, 0.61835, 0.71531], [3.18106, -0.53818, -0.75407], [1.76409, -2.20905, -0.01359], [0.77557, -1.03478, -1.20793], [0.62690, -1.32629, 1.73036], [-2.86873, 0.20078, 0.27109], [-2.56838, -0.38855, -1.37479], [-0.17455, 0.59174, -1.35375], [0.74253, 2.32903, -0.42404], [-0.59822, 2.55586, 1.01106], [-0.74574, 0.76360, 1.68594]]
}

***

Entry 3:
{
  "formula": "C2H3N3O",
  "method": "wB97M-V/def2-TZVPD",
  "gap_ev": 9.65,
  "energy_ev": -8637.910,
  "lumo_ha": 0.017,
  "e_above_lowest_ev": 2.585,
  "smiles": "Oc1ncn[nH]1",
  "homo_ev": -9.203,
  "symbols": ["O", "C", "N", "C", "N", "N", "H", "H", "H"],
  "coordinates": [[-1.91145, 0.08852, 0.04997], [-0.60751, -0.08620, -0.13264], [0.01339, -1.24634, -0.27207], [1.36413, -0.69975, 0.14266], [1.44820, 0.71372, -0.05560], [0.08623, 1.05177, -0.03957], [-2.47821, -0.79707, 0.38046], [2.29394, -1.10162, 0.26623], [-0.20871, 2.07699, -0.33943]]
}

***

Entry 4:
{
  "formula": "C5H11N3O",
  "method": "wB97M-V/def2-TZVPD",
  "gap_ev": 8.26,
  "energy_ev": -11873.441,
  "lumo_ha": 0.021,
  "e_above_lowest_ev": 8.330,
  "smiles": "[H]/N=C1\\CN1N.C=COC",
  "homo_ev": -7.682,
  "symbols": ["H", "N", "C", "C", "N", "N", "H", "H", "H", "H", "C", "C", "O", "C", "H", "H", "H", "H", "H", "H"],
  "coordinates": [[0.65231, 2.08509, 1.85695], [0.15644, 1.37096, 2.38702], [-0.59758, 0.62793, 1.73905], [-1.93032, 0.18645, 1.33906], [-0.70105, -0.63595, 1.12918], [-0.01406, -1.80515, 1.44958], [-2.62024, -0.16709, 2.09462], [-2.35153, 0.56883, 0.41616], [0.67090, -1.91912, 0.69839], [-0.68038, -2.57333, 1.40213], [0.68347, -1.14940, -2.09700], [-0.20172, -0.54457, -1.28186], [-0.01885, 0.87781, -0.83263], [1.25321, 1.46433, -0.91832], [1.74866, -0.98874, -2.03695], [0.39065, -1.49986, -3.07111], [-1.25180, -0.72136, -1.48402], [1.26220, 2.15143, -1.76981], [2.08212, 0.76582, -1.08133], [1.46757, 1.90593, 0.06090]]
}

***

Entry 5:
{
  "formula": "C52H91ClN13O4",
  "method": "wB97M-V/def2-TZVPD",
  "gap_ev": 9.60,
  "energy_ev": -95473.832,
  "charge": -1,
  "lumo_ha": 0.069,
  "homo_ev": -7.731,
  "symbols": ["Cl", "O", "O", "O", "O", "C", "C", "C", "C", "N", "H", "H", "H", "H", "H", "H", "H", "C", "C", "C", "C", "N", "H", "H", "H", "H", "H", "H", "H", "C", "C", "C", "C", "N", "H", "H", "H", "H", "H", "H", "H", "C", "C", "C", "C", "N", "H", "H", "H", "H", "H", "H", "H", "C", "C", "C", "C", "N", "H", "H", "H", "H", "H", "H", "H", "C", "C", "C", "C", "N", "H", "H", "H", "H", "H", "H", "H", "C", "C", "C", "C", "N", "H", "H", "H", "H", "H", "H", "H", "C", "C", "C", "C", "N", "H", "H", "H", "H", "H", "H", "H", "C", "C", "C", "C", "N", "H", "H", "H", "H", "H", "H", "H", "C", "C", "C", "C", "N", "H", "H", "H", "H", "H", "H", "H", "C", "C", "C", "C", "N", "H", "H", "H", "H", "H", "H", "H", "C", "C", "C", "C", "N", "H", "H", "H", "H", "H", "H", "H", "C", "C", "C", "C", "N", "H", "H", "H", "H", "H", "H", "H"],
  "coordinates": [[-0.10878, -0.07171, 0.32432], [-1.23098, -0.16739, -0.55349], [0.71132, -1.24509, -0.08043], [0.71106, 1.08335, 0.07911], [-0.52908, -0.24522, 1.71914], [-1.26261, -3.10124, -4.17684], [-1.91313, -3.76834, -5.32849], [-2.49826, -2.79357, -6.27164], [-3.51838, -1.88467, -5.77722], [-4.22388, -1.11474, -5.36161], [-0.68257, -3.67055, -3.45052], [-2.02725, -2.52982, -3.65063], [-0.67638, -2.30988, -4.64394], [-2.65625, -4.50109, -5.01392], [-1.26733, -4.45488, -5.87595], [-3.02124, -3.33630, -7.05907], [-1.74834, -2.29959, -6.88947], [3.23805, 1.26878, -5.30093], [2.67113, 0.74307, -3.95327], [1.66475, -0.43318, -4.20613], [2.20538, -1.61700, -4.87431], [2.57851, -2.53718, -5.42694], [2.36473, 1.58116, -5.87349], [3.90488, 0.64130, -5.89228], [3.75729, 2.22621, -5.25829], [2.06877, 1.39077, -3.31629], [3.40521, 0.45566, -3.20053], [0.89567, -0.02421, -4.86139], [1.20105, -0.82444, -3.30059], [4.78108, 3.65525, 0.72000], [3.27051, 3.23383, 0.44488], [2.60014, 4.10128, -0.64798], [3.00816, 3.86954, -2.05292], [3.36258, 3.79786, -3.17036], [4.72367, 4.55517, 1.33233], [5.39160, 3.67260, -0.18280], [5.20927, 2.91706, 1.39812], [2.59458, 3.34658, 1.29253], [3.18533, 2.16252, 0.26289], [2.46037, 5.13108, -0.31922], [1.58427, 3.71837, -0.55061], [1.41814, -2.72559, 4.85682], [0.10903, -2.15310, 4.38169], [-0.16124, -0.73818, 4.84774], [0.88599, 0.20978, 4.77628], [1.76558, 0.94535, 4.82233], [1.29308, -3.80684, 4.79872], [1.50777, -2.44196, 5.90545], [2.34571, -2.44548, 4.35757], [-0.63510, -2.84925, 4.76866], [0.08755, -2.24873, 3.29611], [-0.45435, -0.65232, 5.89407], [-1.06424, -0.33616, 4.38830], [1.88742, -5.67855, 1.44199], [2.17929, -5.07033, 0.06851], [1.11934, -5.36953, -1.07850], [0.83403, -6.79016, -1.09280], [0.63988, -7.91257, -1.10084], [1.99830, -6.75589, 1.31897], [0.81738, -5.77750, 1.62453], [2.45302, -5.29515, 2.29123], [3.15394, -5.30915, -0.35709], [2.26559, -4.00663, 0.29028], [1.56333, -5.23280, -2.06455], [0.19998, -4.81021, -0.90517], [-1.37112, 3.81109, 2.38747], [0.13484, 3.89364, 2.67025], [0.57992, 4.37733, 4.08486], [-0.22483, 5.41949, 4.64502], [-0.90383, 6.28704, 5.07076], [-1.54496, 3.64546, 1.32424], [-1.93131, 4.71781, 2.61584], [-1.90877, 2.98131, 2.84629], [0.58368, 4.68782, 2.07367], [0.63253, 2.93870, 2.50144], [1.60282, 4.75056, 4.13468], [0.50774, 3.58023, 4.82481], [6.41650, -2.33801, 1.03434], [4.84740, -2.47486, 0.98219], [4.04905, -2.71300, 2.34915], [4.52652, -3.60097, 3.36044], [4.97482, -4.29707, 4.13764], [6.68084, -1.35336, 1.41994], [6.90070, -2.34577, 0.05783], [6.95206, -3.03771, 1.67598], [4.52039, -3.20001, 0.23699], [4.55976, -1.54068, 0.49983], [3.03035, -3.02592, 2.12018], [4.04073, -1.75711, 2.87288], [-5.20371, 1.18425, 2.95062], [-5.19944, 0.43092, 1.61317], [-3.99739, 0.75105, 0.76810], [-3.93956, 2.09272, 0.13908], [-3.80480, 3.14813, -0.34602], [-6.07982, 1.02820, 3.58005], [-5.04158, 2.25461, 2.82357], [-4.41960, 0.84960, 3.62979], [-6.12129, 0.51088, 1.03706], [-5.15889, -0.64751, 1.76630], [-3.80469, -0.00483, 0.00677], [-3.08573, 0.76995, 1.36527], [-3.40676, 2.90502, 7.21864], [-3.29440, 1.88694, 6.06281], [-3.04777, 0.40185, 6.40682], [-2.03706, 0.08176, 7.45499], [-1.20868, -0.17826, 8.24608], [-4.16207, 2.62262, 7.95203], [-3.67011, 3.88066, 6.81015], [-2.44074, 2.95265, 7.72129], [-2.59205, 2.22169, 5.29943], [-4.25286, 1.84378, 5.54550], [-2.72841, -0.17449, 5.53853], [-3.94096, -0.06853, 6.81798], [0.23838, 5.76058, -3.90436], [-0.39596, 4.62570, -3.13235], [-1.33348, 4.85882, -1.95945], [-0.80195, 5.68207, -0.86568], [-0.44583, 6.38429, 0.01000], [0.90474, 6.43766, -3.36993], [-0.54079, 6.40865, -4.30558], [0.92902, 5.48110, -4.69998], [0.25260, 3.76999, -2.94464], [-0.99310, 4.13309, -3.89972], [-1.74993, 3.88805, -1.69062], [-2.16517, 5.44149, -2.35555], [-6.70529, 3.06455, -3.81524], [-5.44574, 2.28372, -4.25283], [-4.16466, 3.06513, -3.75468], [-3.57590, 4.00739, -4.71715], [-3.09903, 4.64663, -5.49778], [-6.76429, 2.87957, -2.74267], [-7.62432, 2.70291, -4.27645], [-6.57504, 4.13664, -3.96275], [-5.36567, 1.93405, -5.28211], [-5.57681, 1.33800, -3.72697], [-3.29714, 2.41102, -3.66726], [-4.35345, 3.67334, -2.87007], [6.21678, -1.03025, -3.34962], [5.33851, -2.26306, -3.01727], [6.18757, -3.53277, -3.00530], [5.44040, -4.78697, -2.86225], [4.79806, -5.80169, -2.77862], [5.77106, -0.03561, -3.36089], [6.67017, -1.14518, -4.33416], [6.99229, -0.92919, -2.59037], [4.60596, -2.23966, -3.82407], [4.97337, -2.15952, -1.99548], [6.95691, -3.46826, -2.23584], [6.74800, -3.75823, -3.91259], [-3.30841, -3.92977, 0.17287], [-3.38626, -4.06452, 1.67819], [-3.00019, -2.76997, 2.30354], [-3.48220, -2.59925, 3.71189], [-3.85495, -2.52561, 4.79804], [-2.32820, -3.50369, -0.04101], [-4.12384, -3.40294, -0.32272], [-3.29395, -4.92048, -0.28143], [-2.91365, -4.98521, 2.02035], [-4.44030, -4.15583, 1.94041], [-3.40828, -1.91364, 1.76664], [-1.92171, -2.61281, 2.28722]]
}

***

Entry 6:
{
  "formula": "C26H72N4O10",
  "method": "wB97M-V/def2-TZVPD",
  "gap_ev": 6.47,
  "energy_ev": -54550.048,
  "lumo_ha": 0.008,
  "e_above_lowest_ev": 16.281,
  "homo_ev": -6.250,
  "symbols": ["C", "O", "N", "N", "H", "H", "H", "H", "C", "O", "N", "N", "H", "H", "H", "H", "C", "C", "C", "O", "H", "H", "H", "H", "H", "H", "H", "H", "C", "C", "C", "O", "H", "H", "H", "H", "H", "H", "H", "H", "C", "C", "C", "O", "H", "H", "H", "H", "H", "H", "H", "H", "C", "C", "C", "O", "H", "H", "H", "H", "H", "H", "H", "H", "C", "C", "C", "O", "H", "H", "H", "H", "H", "H", "H", "H", "C", "C", "C", "O", "H", "H", "H", "H", "H", "H", "H", "H", "C", "C", "C", "O", "H", "H", "H", "H", "H", "H", "H", "H", "C", "C", "C", "O", "H", "H", "H", "H", "H", "H", "H", "H"],
  "coordinates": [[-2.24016, 0.40753, -0.44596], [-2.19116, 0.75953, 0.85304], [-1.83016, 1.25753, -1.33496], [-3.37016, 0.34353, -1.15896], [-1.32016, 1.98253, -0.69896], [-0.89316, 0.90853, -1.71296], [-4.11416, 0.16453, -0.41996], [-3.38216, -0.75447, -1.55196], [-3.36116, -2.38747, -3.09496], [-2.35116, -3.19647, -3.61396], [-3.50416, -2.10247, -1.82096], [-4.08516, -1.58847, -3.80296], [-2.79116, -2.68147, -1.42096], [-4.37316, -2.35747, -1.31996], [-3.99916, -1.65247, -4.86996], [-5.10016, -1.60747, -3.52296], [1.17884, -0.90047, 0.03204], [1.08984, -0.59847, -1.46496], [0.23084, -1.66547, -2.09596], [0.59584, 0.47453, -1.81196], [0.17684, -1.06947, 0.41204], [1.45084, 0.04053, 0.53004], [1.93184, -1.60047, 0.33904], [2.05484, -0.60747, -1.88896], [0.52184, -2.71047, -1.80996], [0.36184, -1.66947, -3.15896], [-0.84316, -1.63947, -1.85096], [1.36484, 1.07753, -1.92496], [-3.02416, -4.91647, -0.31896], [-1.91916, -4.14947, 0.40604], [-0.57716, -4.65047, -0.06896], [-2.05016, -2.88647, 0.28704], [-2.94816, -4.74647, -1.37896], [-4.00516, -4.59547, -0.00196], [-2.91516, -5.92347, -0.09296], [-1.96316, -4.31347, 1.47404], [-0.41516, -4.55447, -1.18996], [-0.61916, -5.66847, 0.17104], [0.32084, -4.20047, 0.41904], [-2.48216, -2.48647, 1.05304], [-0.85616, -1.71047, 3.12804], [-2.27516, -1.77447, 3.54404], [-2.61216, -0.93347, 4.78204], [-3.11216, -1.44347, 2.64704], [-0.15216, -1.72747, 3.97704], [-0.69616, -0.88247, 2.43404], [-0.60416, -2.61447, 2.53404], [-2.40816, -2.84647, 3.80904], [-1.92016, -1.17947, 5.59304], [-3.67616, -0.97147, 5.14004], [-2.51816, 0.10053, 4.62204], [-3.87716, -1.95347, 2.85404], [0.24084, 1.55153, 2.87004], [-0.98716, 2.29553, 3.29804], [-0.96616, 2.37353, 4.83504], [-1.24616, 3.47753, 2.87004], [0.14984, 1.03353, 1.95004], [0.53684, 0.75753, 3.64904], [1.10784, 2.20353, 2.79904], [-1.81416, 1.67453, 3.08904], [-1.01516, 1.34753, 5.32504], [-1.85616, 2.89753, 5.25204], [-0.10816, 2.94253, 5.23604], [-0.97716, 4.17853, 3.52104], [-1.08516, -0.65447, -5.27796], [-0.24116, 0.62953, -5.29096], [-0.25316, 1.26453, -6.66196], [-0.66516, 1.52453, -4.50196], [-0.54516, -1.55647, -5.63096], [-2.01516, -0.61247, -5.86396], [-1.35016, -0.93247, -4.30296], [0.80184, 0.34153, -5.00296], [0.48684, 2.05053, -6.60096], [-1.23916, 1.56453, -7.04996], [0.18884, 0.56753, -7.34396], [-0.02316, 2.22653, -4.48996], [2.76884, -2.08947, 3.21204], [3.16884, -0.66647, 3.47604], [4.55784, -0.53947, 4.13504], [3.18484, 0.08353, 2.47804], [3.42384, -2.46247, 2.34204], [1.72684, -2.26347, 2.94904], [3.02084, -2.74247, 4.05704], [2.45084, -0.26847, 4.24804], [5.23584, -1.26147, 3.65504], [4.50184, -0.99247, 5.16404], [4.99584, 0.51753, 4.25204], [3.06284, 1.02553, 2.76704], [0.34584, 3.75353, -1.75696], [0.40484, 3.40653, -0.23796], [1.11984, 4.47553, 0.55704], [-0.72716, 3.28453, 0.20504], [1.33384, 4.08153, -2.08796], [-0.37416, 4.53353, -2.01796], [0.18184, 2.81953, -2.26796], [0.87084, 2.42253, -0.08696], [2.09584, 4.10953, 0.79004], [0.68584, 4.79553, 1.52504], [1.26784, 5.36653, -0.00396], [-0.71916, 3.04953, 1.13004], [4.25484, 1.16253, -0.48096], [3.74384, 2.38253, -1.25996], [4.89584, 3.05253, -1.97896], [2.81584, 2.11853, -2.06596], [3.41084, 0.66353, -0.00796], [4.98584, 1.46453, 0.30104], [4.66584, 0.40053, -1.16896], [3.35384, 3.10053, -0.54596], [4.45684, 3.76353, -2.69996], [5.53484, 2.33253, -2.36396], [5.56184, 3.56753, -1.31296], [2.70684, 2.80753, -2.76696]]
}